No. 1
104
Properties=species:S:1:pos:R:3:forces:R:3:lowdin_charge:R:1 method="wB97M-V/def2-TZVPD" multiplicity=1 orbital_gap_ev=7.79 de_lowest_ev=0.000 max_force_ev_per_a=0.2 homo_energy_ha=-0.2944
W -0.9497 0.7697 0.6467 0.140 0.008 -0.049 1.791
C 2.3801 -4.8687 1.0729 0.008 0.008 -0.002 -0.050
O 2.5261 -3.6482 0.3690 -0.015 0.015 -0.011 -0.074
C 3.1423 -3.6741 -0.8304 0.009 -0.021 0.020 -0.223
C 3.7056 -4.8111 -1.4012 0.001 0.000 0.006 -0.008
C 4.3332 -4.7368 -2.6381 -0.008 0.013 -0.004 -0.077
C 4.3993 -3.5388 -3.3279 0.003 -0.007 -0.001 -0.087
C 3.8197 -2.4077 -2.7719 -0.026 -0.005 0.012 -0.012
C 3.1993 -2.4588 -1.5340 0.021 0.025 -0.062 -0.162
N 2.6745 -1.2572 -0.9830 0.010 -0.031 0.080 0.172
C 1.4214 -1.1235 -0.4785 0.014 -0.031 -0.042 -0.367
N 0.5230 -2.0302 -0.9023 0.021 0.021 0.029 0.162
C -0.5998 -2.3700 -0.1258 0.043 0.028 -0.022 -0.193
C -1.2801 -1.4152 0.5924 -0.117 0.097 -0.039 -0.217
C -2.2961 -1.8745 1.4475 -0.017 -0.036 -0.005 -0.113
C -2.6350 -3.2072 1.5159 0.012 -0.005 -0.013 -0.066
C -1.9904 -4.1489 0.7080 -0.009 0.011 0.006 -0.017
C -0.9669 -3.7260 -0.1119 0.002 -0.008 0.009 -0.217
O -0.2359 -4.5334 -0.9453 0.010 -0.004 0.010 -0.106
C -0.6599 -5.8772 -1.0727 0.004 0.000 0.003 -0.077
N 1.0975 -0.1309 0.3253 -0.115 0.078 0.055 0.027
C 2.2112 0.6166 0.8411 0.022 -0.063 0.044 -0.206
C 2.4748 1.9021 0.3863 -0.006 0.040 -0.016 -0.033
C 3.5619 2.6254 0.8562 -0.015 0.017 -0.012 -0.078
C 4.4144 2.0609 1.7886 -0.001 -0.012 0.021 -0.072
C 4.1868 0.7648 2.2276 0.007 0.036 -0.008 0.007
C 3.1055 0.0344 1.7573 -0.025 -0.004 -0.035 -0.249
O 3.0441 -1.2835 2.0986 0.017 -0.012 0.013 -0.094
C 1.9473 -1.6901 2.9192 -0.023 0.001 -0.001 -0.067
H 1.7862 -4.6349 1.9522 0.002 -0.003 -0.001 0.094
H 3.3513 -5.2643 1.3799 0.000 -0.002 0.000 0.104
H 1.8532 -5.6094 0.4678 -0.010 -0.004 -0.008 0.085
H 3.6756 -5.7539 -0.8753 -0.005 -0.001 0.005 0.106
H 4.7736 -5.6313 -3.0590 0.001 0.001 -0.001 0.107
H 4.8862 -3.4829 -4.2915 -0.002 0.000 0.001 0.103
H 3.8379 -1.4590 -3.2939 0.006 -0.004 -0.005 0.119
H 3.3341 -0.5408 -0.7208 -0.009 0.024 -0.017 0.155
H 0.8772 -2.7628 -1.4987 -0.006 0.000 -0.012 0.142
H -2.8603 -1.1680 2.0480 0.009 0.017 -0.004 0.108
H -3.4282 -3.5313 2.1771 -0.002 0.001 -0.001 0.107
H -2.2904 -5.1863 0.7410 0.004 -0.001 -0.004 0.103
H -0.0053 -6.3350 -1.8099 0.000 0.002 0.000 0.095
H -1.6949 -5.9314 -1.4180 -0.001 -0.002 -0.002 0.100
H -0.5706 -6.4129 -0.1234 0.001 -0.001 -0.001 0.092
H 1.8294 2.3377 -0.3607 0.002 -0.011 -0.006 0.090
H 3.7360 3.6256 0.4811 -0.001 -0.001 0.001 0.107
H 5.2634 2.6170 2.1640 0.002 -0.006 0.002 0.105
H 4.8547 0.2817 2.9287 -0.005 -0.007 -0.001 0.123
H 2.2335 -2.6496 3.3459 -0.003 -0.005 0.002 0.089
H 1.0236 -1.7905 2.3489 0.000 0.002 -0.006 0.072
H 1.7887 -0.9696 3.7183 -0.002 0.006 0.015 0.052
Cl -3.9223 3.0604 6.3472 0.001 -0.005 0.006 0.674
C -2.8833 2.2093 5.2689 -0.014 0.016 -0.015 -0.702
C -2.0972 1.1556 5.7327 0.016 -0.009 -0.001 -0.699
Cl -2.1762 0.6892 7.3895 -0.002 0.003 -0.002 0.673
C -1.2524 0.4632 4.8626 0.011 -0.009 0.016 -0.593
Cl -0.3284 -0.8852 5.4059 0.010 0.014 -0.006 0.739
C -1.1926 0.8413 3.5281 0.043 -0.001 -0.030 -0.350
O -0.4471 0.2897 2.5756 0.013 0.068 -0.048 -0.220
C -2.0043 1.8786 3.0673 0.009 -0.066 0.014 -0.342
O -1.8778 2.1065 1.7599 0.035 -0.048 -0.039 -0.275
C -2.8446 2.5703 3.9218 0.010 0.030 0.023 -0.595
Cl -3.8289 3.8357 3.2940 0.001 -0.002 0.001 0.742
C -2.0342 1.5358 -3.7139 0.008 -0.014 -0.007 -0.044
C -0.5105 1.3892 -3.6546 -0.005 -0.006 -0.012 -0.362
C -0.0976 0.0125 -3.1529 -0.025 -0.008 -0.025 -0.066
C 0.0810 2.5776 -2.9208 0.009 0.032 -0.026 -0.136
C 0.7674 3.5015 -3.7035 -0.005 -0.024 0.018 -0.040
C 1.1986 4.7101 -3.1935 0.007 0.025 0.017 -0.070
C 0.8630 5.0433 -1.8938 0.026 -0.004 -0.029 -0.040
C 0.1777 4.1650 -1.0632 -0.006 -0.068 0.036 -0.148
C -0.3128 4.7291 0.2594 -0.014 0.040 -0.007 -0.348
C 0.3540 4.1810 1.5243 0.042 0.037 0.003 -0.050
C -1.8450 4.7250 0.2690 0.008 -0.013 -0.006 -0.056
C -0.1362 2.8707 -1.5550 0.077 -0.075 0.008 -0.224
N -0.6088 1.8729 -0.6954 -0.162 -0.033 0.132 -0.087
H -2.4785 0.6987 -4.2573 -0.004 0.005 0.001 0.084
H -2.3150 2.4620 -4.2180 0.005 0.002 0.000 0.086
H -2.4623 1.5491 -2.7119 -0.008 0.002 0.011 0.061
H -0.1365 1.4749 -4.6788 0.002 0.007 0.001 0.121
H -0.6400 -0.2569 -2.2533 0.026 0.011 0.015 0.027
H 0.9733 -0.0318 -2.9415 0.003 -0.002 -0.007 0.075
H -0.3257 -0.7405 -3.9116 0.002 -0.003 0.008 0.088
H 0.9471 3.2627 -4.7449 0.001 -0.002 0.000 0.110
H 1.7439 5.4074 -3.8163 0.000 -0.001 0.001 0.104
H 1.1177 6.0234 -1.5083 -0.002 0.000 0.000 0.112
H -0.0257 5.7843 0.2338 -0.012 -0.001 -0.023 0.121
H 0.4290 3.0992 1.5569 -0.069 -0.051 0.022 0.033
H -0.1994 4.5055 2.4077 0.002 -0.007 0.004 0.087
H 1.3731 4.5641 1.6027 0.003 0.003 0.003 0.078
H -2.2551 3.7252 0.1601 -0.010 0.003 0.007 0.044
H -2.2134 5.3339 -0.5596 -0.005 0.004 0.007 0.088
H -2.2216 5.1453 1.2020 -0.001 -0.003 0.000 0.057
C -5.5274 0.3656 -1.4063 -0.010 0.016 0.007 -0.096
C -5.2654 1.3157 -0.4343 -0.011 -0.007 0.000 -0.083
C -4.0094 1.3988 0.1575 -0.011 -0.053 0.002 -0.105
C -2.9750 0.5240 -0.1911 0.077 0.031 -0.004 -0.240
C -3.2666 -0.4261 -1.1771 -0.051 0.019 -0.014 -0.144
C -4.5140 -0.5042 -1.7780 0.021 -0.016 -0.007 -0.091
H -6.5056 0.3018 -1.8660 0.001 0.000 0.000 0.098
H -6.0403 2.0063 -0.1239 0.001 0.002 0.001 0.102
H -3.8537 2.1617 0.9045 -0.005 0.006 -0.010 0.059
H -2.5143 -1.1331 -1.4983 0.017 -0.011 0.011 0.087
H -4.6901 -1.2549 -2.5393 0.000 0.002 0.000 0.102



No. 2
20
Properties=species:S:1:pos:R:3:forces:R:3:nbo_charge:R:1 method="wB97M-V/def2-TZVPD" multiplicity=1 orbital_gap_ev=9.96 de_lowest_ev=0.000 smiles="CO[P@](=S)(Cl)NC(C)C" max_force_ev_per_a=5.3 homo_energy_ha=-0.3409
C 2.7713 2.4406 -0.6556 1.633 -0.374 -0.338 -0.280
O 1.7722 1.4333 -0.8689 -0.533 -0.432 -0.209 -0.851
P 1.7090 -0.0396 -0.1939 -0.194 1.178 -0.385 1.664
S 2.3555 -0.0652 1.6237 -0.365 -0.274 -0.469 -0.547
Cl 2.8750 -1.0174 -1.5221 0.113 -0.368 -0.144 -0.267
N 0.1507 -0.5752 -0.5528 2.731 0.452 -0.293 -0.960
C -0.7683 -0.6320 0.5337 -4.412 -0.323 -2.881 -0.041
C -1.6683 -1.9440 0.4386 1.078 1.619 0.543 -0.622
C -1.5978 0.6996 0.6367 1.444 -0.476 1.142 -0.629
H 2.3797 3.3757 -1.2406 0.784 -1.534 1.899 0.218
H 3.7950 2.1513 -1.1292 -1.805 0.263 0.357 0.184
H 3.0228 2.3848 0.4623 -0.714 1.203 -1.449 0.222
H -0.1636 -0.3126 -1.4822 -0.127 -0.104 0.259 0.415
H -0.2545 -0.6464 1.3865 2.319 -0.417 3.250 0.214
H -1.8099 -2.3341 1.4597 -0.439 -0.020 -0.710 0.221
H -2.5280 -1.6436 -0.1026 -1.629 0.310 0.287 0.202
H -1.3173 -2.6774 -0.2599 1.135 -0.601 0.173 0.220
H -2.5450 0.7623 0.1759 -0.959 -0.310 -1.007 0.207
H -0.9410 1.4839 0.2748 -0.093 0.295 -0.116 0.214
H -1.7875 0.9308 1.6868 0.032 -0.087 0.089 0.214



No. 3
9
Properties=species:S:1:pos:R:3:forces:R:3:nbo_charge:R:1 method="wB97M-V/def2-TZVPD" multiplicity=1 orbital_gap_ev=11.62 de_lowest_ev=1.716 smiles="O=C(O)OCF" max_force_ev_per_a=5.0 homo_energy_ha=-0.4050
O -1.8511 -1.1026 0.3320 -1.204 0.646 -0.469 -0.549
C -1.4206 -0.0527 0.0149 4.749 1.389 0.524 1.036
O -1.9804 1.1622 -0.2682 -1.114 -1.848 0.232 -0.699
O 0.0336 0.2196 0.0575 0.018 0.313 0.405 -0.681
C 1.4215 -0.4626 0.1883 -3.457 -0.494 1.179 0.359
F 1.9825 0.0558 -0.8861 1.015 -0.909 -1.675 -0.323
H -1.5047 1.8401 -0.7795 0.660 -1.024 0.454 0.529
H 1.2687 -1.6067 0.3525 0.441 1.899 -1.209 0.169
H 2.0505 -0.0531 0.9885 -1.109 0.028 0.559 0.159



No. 4
12
Properties=species:S:1:pos:R:3:forces:R:3:nbo_charge:R:1 method="wB97M-V/def2-TZVPD" multiplicity=1 orbital_gap_ev="6.90 / 6.90" de_lowest_ev=4.389 smiles="C=[N+]1C=[N+]=CC1" max_force_ev_per_a=7.6 homo_energy_ha="-0.7537 / -0.7537" total_charge=+2
C -1.5045 0.7223 0.0493 0.261 0.045 0.732 0.324
N -0.1986 0.3933 0.0360 -3.067 2.763 -1.391 -0.392
C 0.8275 1.2909 -0.1522 2.249 1.495 2.503 0.532
N 2.0299 0.7285 0.0890 0.870 3.738 -1.078 -0.417
C 2.1404 -0.5315 0.0794 -6.441 -0.948 -1.363 0.447
C 0.2848 -0.8867 -0.0739 4.565 -5.076 3.325 -0.337
H -2.2009 -0.0922 -0.0267 -0.131 -0.722 -0.108 0.263
H -2.0766 1.6855 0.2724 1.773 -0.463 -0.540 0.319
H 0.6271 2.4213 -0.2453 0.548 -1.732 -0.185 0.326
H 2.9223 -1.2879 0.0953 0.348 0.289 0.488 0.310
H 0.0998 -1.4488 -0.9781 -0.519 -0.133 -0.073 0.311
H 0.2204 -1.4575 0.9632 -0.457 0.744 -2.311 0.314



No. 5
95
Properties=species:S:1:pos:R:3:forces:R:3:lowdin_charge:R:1 method="wB97M-V/def2-TZVPD" multiplicity=1 orbital_gap_ev=6.37 de_lowest_ev=0.086 max_force_ev_per_a=0.3 homo_energy_ha=-0.2225
K -0.3043 0.2355 -0.0752 -0.038 -0.029 -0.336 0.544
C 1.0864 -5.1151 5.2801 -0.001 -0.013 0.009 -0.068
C 1.1567 -4.2518 4.0495 -0.015 0.007 -0.010 -0.299
C 2.2985 -4.1965 3.2501 -0.007 0.013 0.008 -0.058
C 2.3814 -3.3748 2.1454 -0.027 -0.013 -0.007 -0.026
C 1.3146 -2.5359 1.7348 0.096 0.048 0.011 -0.261
N 1.3905 -1.6585 0.6985 0.015 -0.066 0.052 0.000
C 2.2613 -1.9412 -0.3213 0.034 0.018 -0.028 -0.295
C 2.3124 -3.1942 -0.9789 0.009 0.039 0.018 -0.038
C 3.1240 -3.4257 -2.0672 0.023 0.023 0.003 -0.048
C 3.9596 -2.4324 -2.5900 -0.039 -0.002 0.014 -0.294
C 4.8044 -2.6809 -3.8093 0.004 -0.002 -0.011 -0.059
C 3.9411 -1.2047 -1.9563 0.000 -0.027 -0.016 -0.013
C 3.1227 -0.9672 -0.8564 -0.065 -0.043 0.082 -0.166
N 3.1959 0.3338 -0.2590 -0.134 -0.001 0.053 -0.092
C 4.2310 0.8510 0.4246 0.172 0.036 -0.093 -0.054
C 3.9560 2.1828 0.6495 -0.039 -0.038 0.098 -0.069
C 2.6887 2.3694 0.0779 0.047 -0.011 -0.153 -0.185
N 2.2344 1.2495 -0.4710 0.106 0.071 -0.077 0.032
C 0.1674 -2.6211 2.5525 0.002 -0.016 0.009 -0.144
C 0.0981 -3.4429 3.6681 0.042 -0.017 0.023 0.004
N -1.0257 -1.9008 2.2201 -0.079 0.014 0.034 -0.102
C -2.1956 -2.4716 1.8686 -0.037 -0.055 -0.011 -0.058
C -3.1547 -1.4863 1.8503 0.009 -0.015 -0.008 -0.054
C -2.4560 -0.3258 2.2123 0.023 -0.023 0.046 -0.171
N -1.1705 -0.5805 2.4436 -0.171 -0.092 0.067 0.032
H 1.8079 -5.9311 5.2257 -0.002 -0.004 0.002 0.070
H 0.0952 -5.5549 5.4025 0.000 0.003 0.004 0.072
H 1.3048 -4.5456 6.1874 0.002 -0.001 -0.004 0.075
H 3.1551 -4.8104 3.5100 0.003 -0.001 -0.001 0.107
H 3.2965 -3.3564 1.5680 0.020 -0.006 -0.018 0.107
H 1.6790 -3.9865 -0.5973 -0.005 -0.015 0.005 0.117
H 3.1109 -4.4047 -2.5358 -0.002 -0.001 -0.003 0.112
H 5.3064 -3.6482 -3.7556 0.004 -0.003 -0.001 0.075
H 5.5696 -1.9122 -3.9205 0.002 0.001 -0.002 0.072
H 4.1986 -2.6785 -4.7195 0.002 -0.002 0.008 0.076
H 4.5725 -0.3969 -2.3136 0.005 0.004 0.004 0.124
H 5.0808 0.2393 0.6767 -0.002 0.008 -0.007 0.130
H 4.5758 2.9034 1.1539 -0.007 -0.008 0.029 0.092
H 2.0908 3.2639 0.0128 -0.055 0.060 0.002 0.096
H -0.8221 -3.4416 4.2439 -0.002 -0.001 0.001 0.124
H -2.2464 -3.5274 1.6612 0.001 0.001 0.002 0.133
H -4.1943 -1.5878 1.5921 -0.024 0.004 -0.007 0.092
H -2.8267 0.6834 2.3086 0.023 0.006 -0.013 0.099
C -1.0822 0.2210 -5.4967 0.011 0.003 0.017 -0.518
C -0.1946 -0.8458 -4.8616 -0.034 0.019 0.004 -0.524
S 0.6765 -0.4351 -3.3369 0.053 0.019 0.015 0.856
C 1.6994 0.9811 -3.7768 0.008 0.002 -0.017 -0.512
C 1.0316 2.3620 -3.8249 -0.004 0.000 0.030 -0.493
S -0.0905 2.6971 -2.4380 -0.018 -0.017 0.017 0.822
C -1.5585 3.3776 -3.2561 0.032 -0.004 -0.012 -0.528
C -2.1094 2.6712 -4.4972 0.019 -0.007 0.004 -0.522
S -2.3660 0.8770 -4.3896 0.012 -0.009 -0.014 0.884
H -1.5755 -0.2192 -6.3655 0.002 -0.007 0.008 0.071
H -0.4795 1.0473 -5.8671 0.014 0.038 0.002 0.058
H 0.5273 -1.1933 -5.6052 -0.006 0.006 -0.015 0.077
H -0.8026 -1.7098 -4.5820 0.010 0.001 0.010 0.065
H 2.2031 0.7884 -4.7281 -0.006 0.011 -0.004 0.088
H 2.4668 0.9833 -3.0038 -0.013 -0.005 -0.001 0.037
H 0.4661 2.4839 -4.7419 -0.047 0.002 -0.074 0.043
H 1.8149 3.1221 -3.8345 0.004 -0.019 0.008 0.076
H -1.3848 4.4246 -3.5147 -0.002 0.003 -0.007 0.075
H -2.3095 3.3637 -2.4659 -0.011 -0.003 0.026 0.055
H -1.4903 2.8665 -5.3718 0.025 0.003 -0.011 0.062
H -3.0803 3.1189 -4.7156 -0.001 -0.009 0.003 0.071
N -3.2586 1.0358 -1.2399 0.123 0.055 -0.125 0.111
C -4.0126 -0.1110 -1.0892 0.046 -0.055 0.021 -0.270
C -5.3312 -0.0691 -0.7039 -0.037 -0.030 -0.001 -0.032
C -6.0914 -1.2484 -0.5778 0.003 0.026 -0.001 -0.090
C -5.5503 -2.4735 -0.8453 0.026 -0.012 -0.007 -0.059
C -4.1869 -2.5616 -1.2172 -0.033 -0.020 0.010 -0.170
C -3.5254 -3.7950 -1.4218 -0.014 -0.016 0.004 -0.015
C -2.1838 -3.8150 -1.6633 0.014 0.010 -0.025 -0.042
C -1.4872 -2.5875 -1.7134 -0.048 -0.050 0.017 -0.150
N -2.0712 -1.4261 -1.5688 -0.072 0.023 0.051 0.077
C -3.4093 -1.3908 -1.3272 0.030 0.048 -0.019 -0.183
H -3.2882 1.7305 -0.5110 0.007 0.015 0.034 0.067
H -2.3506 0.9035 -1.6674 -0.095 -0.017 0.076 -0.009
H -5.7918 0.8927 -0.5151 -0.006 0.001 0.002 0.112
H -7.1287 -1.1716 -0.2769 -0.002 0.005 0.000 0.104
H -6.1389 -3.3782 -0.7603 0.002 -0.004 -0.004 0.108
H -4.0956 -4.7148 -1.3585 0.001 -0.001 0.002 0.117
H -1.6457 -4.7434 -1.7994 0.000 0.001 -0.002 0.106
H -0.4099 -2.5794 -1.8619 0.006 0.000 0.002 0.079
C 0.9661 4.1876 2.8146 -0.051 -0.059 0.012 -0.038
N 0.2985 2.9014 2.6377 -0.028 0.153 0.023 -0.180
C 1.0378 1.6998 3.0403 0.057 -0.059 -0.011 -0.024
C -0.6348 2.8061 1.7082 0.154 -0.031 -0.105 -0.323
N -1.4486 2.7144 0.8868 -0.058 0.044 0.138 0.152
H 1.2181 4.3092 3.8677 -0.004 -0.002 0.007 0.090
H 0.2993 4.9938 2.5167 0.003 -0.017 -0.001 0.095
H 1.8851 4.2411 2.2255 0.008 -0.005 -0.006 0.076
H 1.2864 1.7941 4.0975 -0.007 -0.021 0.005 0.094
H 1.9576 1.5971 2.4575 -0.034 0.022 0.066 0.072
H 0.4139 0.8168 2.8943 0.066 0.118 0.075 0.053